1.
Below is C35H55HfN4OP2 as an isolated structure at a distorted geometry, with properties calculated with ωB97M-V/def2-TZVPD.

## Properties
HOMO-LUMO gap (spin up / spin down) = 5.08 / 4.70 eV
net charge = +3
2S+1 = 1

The geometry in XYZ format:
```
98
Properties=species:S:1:pos:R:3:lowdin_charge:R:1
C -0.764 -2.505 -1.846 -0.335
C 1.481 -2.262 -1.111 -0.354
C -0.444 -3.665 -2.535 0.005
C 1.797 -3.506 -1.693 0.007
C 0.844 -4.200 -2.405 0.010
H -1.216 -4.135 -3.144 0.139
H 2.824 -3.851 -1.596 0.136
H 1.080 -5.150 -2.878 0.139
N 0.161 -1.858 -1.099 -0.063
P -2.579 -0.967 -0.339 1.071
P 2.497 0.304 -0.116 1.023
C -2.163 -1.907 -1.904 -0.236
H -2.253 -1.239 -2.778 0.086
H -2.896 -2.712 -2.064 0.093
C 0.482 1.889 0.935 -0.185
O 0.752 2.970 1.315 0.155
C 2.486 -1.407 -0.565 -0.236
H 3.431 -1.929 -0.353 0.092
C 3.427 1.022 -1.652 -0.627
C 3.655 0.478 1.415 -0.637
C -3.829 0.407 -0.779 -0.667
C -3.345 -2.376 0.667 -0.661
C 3.002 2.489 -1.743 -0.083
H 3.225 3.063 -0.833 0.086
H 3.522 2.969 -2.588 0.115
H 1.922 2.551 -1.923 0.027
C 4.951 0.884 -1.577 -0.064
H 5.406 1.447 -0.755 0.075
H 5.250 -0.172 -1.520 0.095
H 5.373 1.285 -2.512 0.115
C 2.992 0.258 -2.907 -0.079
H 3.483 0.698 -3.788 0.112
H 3.266 -0.801 -2.853 0.092
H 1.908 0.316 -3.064 0.044
C 4.060 1.959 1.565 -0.064
H 3.182 2.609 1.660 0.069
H 4.652 2.057 2.489 0.114
H 4.681 2.328 0.741 0.072
C 2.903 0.065 2.685 -0.094
H 1.983 0.639 2.837 0.056
H 2.653 -1.002 2.684 0.073
H 3.560 0.248 3.552 0.117
C 4.890 -0.429 1.330 -0.064
H 5.538 -0.223 0.475 0.066
H 5.492 -0.260 2.236 0.116
H 4.608 -1.488 1.312 0.085
C -3.665 -1.817 2.061 -0.072
H -4.140 -2.612 2.655 0.114
H -2.751 -1.504 2.580 0.050
H -4.350 -0.960 2.038 0.074
C -2.320 -3.509 0.822 -0.068
H -2.046 -3.966 -0.135 0.086
H -1.406 -3.172 1.324 0.045
H -2.769 -4.291 1.453 0.115
C -4.609 -2.965 -0.001 -0.056
H -4.804 -3.949 0.451 0.110
H -5.500 -2.353 0.172 0.075
H -4.494 -3.124 -1.080 0.082
C -3.737 0.680 -2.283 -0.104
H -4.103 -0.162 -2.887 0.103
H -4.356 1.557 -2.531 0.117
H -2.707 0.905 -2.572 0.018
C -3.401 1.675 -0.015 -0.101
H -2.406 2.030 -0.325 0.042
H -4.117 2.480 -0.239 0.110
H -3.389 1.521 1.074 0.083
C -5.287 0.082 -0.434 -0.071
H -5.676 -0.748 -1.036 0.089
H -5.438 -0.128 0.631 0.076
H -5.896 0.967 -0.678 0.111
Hf -0.107 -0.028 0.138 1.335
N -0.383 1.009 -1.670 0.064
C 0.107 1.387 -2.688 -0.003
C -0.094 2.337 -3.880 -0.552
C 0.972 2.080 -4.940 -0.033
C -1.463 2.058 -4.487 -0.023
C 0.008 3.766 -3.353 -0.008
H 1.978 2.267 -4.548 0.077
H 0.909 1.045 -5.293 0.106
H 0.826 2.744 -5.808 0.120
H -2.268 2.356 -3.805 0.081
H -1.595 2.626 -5.416 0.123
H -1.565 0.991 -4.736 0.109
H -0.119 4.473 -4.182 0.124
H -0.765 3.966 -2.597 0.104
H 0.989 3.961 -2.900 0.083
N 1.376 -4.929 4.193 0.229
C 0.907 -3.868 4.025 -0.129
C 0.333 -2.557 3.806 -0.171
C -0.180 -1.798 4.858 0.070
C -0.707 -0.545 4.579 0.017
C -0.724 -0.074 3.270 -0.117
N -0.227 -0.824 2.247 -0.111
C 0.311 -2.054 2.509 -0.101
H -0.154 -2.200 5.869 0.157
H -1.108 0.087 5.366 0.140
H -1.118 0.911 3.003 0.121
H 0.733 -2.611 1.663 0.130
```

2.
Below is C35H55N4OP2PbS as an isolated structure at a distorted geometry, with properties calculated with ωB97M-V/def2-TZVPD.

## Properties
HOMO-LUMO gap (spin up / spin down) = 5.59 / 5.59 eV
net charge = +1
energy relative to the best compared isomer or geometry (same formula, charge and spin) = 1.734 eV
2S+1 = 1

The geometry in XYZ format:
```
99
Properties=species:S:1:pos:R:3:lowdin_charge:R:1
C -1.474 -1.440 -2.111 -0.364
C 0.816 -1.895 -1.865 -0.332
C -1.604 -2.393 -3.116 -0.067
C 0.669 -3.023 -2.726 -0.040
C -0.530 -3.249 -3.382 -0.060
H -2.553 -2.430 -3.648 0.108
H 1.541 -3.635 -2.941 0.110
H -0.649 -4.062 -4.101 0.114
N -0.356 -1.343 -1.373 0.003
P -2.831 -0.024 -0.118 0.982
P 3.085 -0.479 -0.545 1.066
C -2.624 -0.438 -1.879 -0.254
H -2.428 0.482 -2.451 0.087
H -3.549 -0.850 -2.314 0.080
C 0.534 2.348 2.364 -0.079
O 1.121 3.218 2.826 0.092
C 2.140 -1.352 -1.741 -0.310
H 2.862 -2.020 -2.246 0.065
C 4.473 0.220 -1.710 -0.658
C 3.827 -1.401 1.080 -0.665
C -3.535 1.735 -0.100 -0.695
C -3.963 -1.431 0.468 -0.674
C 4.490 1.733 -1.460 -0.105
H 4.760 1.979 -0.425 0.076
H 5.234 2.184 -2.134 0.087
H 3.507 2.167 -1.682 0.058
C 5.842 -0.403 -1.435 -0.104
H 6.195 -0.226 -0.412 0.057
H 5.830 -1.480 -1.655 0.076
H 6.575 0.055 -2.120 0.092
C 4.189 0.006 -3.200 -0.102
H 4.916 0.603 -3.777 0.097
H 4.307 -1.042 -3.499 0.084
H 3.190 0.351 -3.467 0.034
C 4.706 -0.395 1.852 -0.100
H 4.114 0.461 2.211 0.070
H 5.133 -0.893 2.738 0.089
H 5.549 0.002 1.275 0.053
C 2.694 -1.851 2.009 -0.157
H 2.138 -1.014 2.454 0.007
H 1.976 -2.520 1.521 0.070
H 3.133 -2.410 2.851 0.093
C 4.595 -2.642 0.627 -0.115
H 5.491 -2.409 0.042 0.052
H 4.928 -3.202 1.514 0.081
H 3.948 -3.308 0.040 0.081
C -4.464 -1.078 1.875 -0.096
H -5.069 -1.922 2.237 0.096
H -3.624 -0.943 2.574 0.052
H -5.104 -0.184 1.887 0.070
C -3.116 -2.708 0.546 -0.095
H -2.677 -2.983 -0.420 0.079
H -2.318 -2.607 1.292 -0.004
H -3.771 -3.530 0.865 0.102
C -5.143 -1.688 -0.484 -0.079
H -5.782 -2.452 -0.013 0.098
H -5.763 -0.800 -0.663 0.068
H -4.808 -2.097 -1.445 0.078
C -2.672 2.642 -1.011 -0.089
H -2.854 2.448 -2.079 0.083
H -2.951 3.692 -0.815 0.099
H -1.590 2.542 -0.815 0.062
C -3.460 2.260 1.346 -0.096
H -2.424 2.345 1.700 0.052
H -3.904 3.264 1.375 0.096
H -4.010 1.626 2.050 0.066
C -4.985 1.717 -0.599 -0.089
H -5.074 1.284 -1.605 0.089
H -5.656 1.184 0.088 0.073
H -5.340 2.757 -0.656 0.096
Pb -0.269 0.112 0.862 1.045
N 1.034 1.151 -0.873 -0.090
C 1.261 0.883 -2.034 -0.255
C 1.047 1.491 -3.338 -0.215
C 0.815 2.871 -3.258 -0.043
C 1.104 0.841 -4.590 -0.030
C 0.747 3.642 -4.414 -0.065
H 0.713 3.347 -2.281 0.113
C 1.039 1.619 -5.745 -0.064
H 1.210 -0.246 -4.674 0.125
C 0.870 3.005 -5.654 -0.071
H 0.595 4.716 -4.314 0.110
H 1.120 1.162 -6.735 0.113
H 0.812 3.607 -6.557 0.107
S -0.737 -1.734 3.095 0.569
C -1.005 -0.632 4.379 -0.788
N -2.054 -0.775 5.214 0.021
C -2.227 -0.025 6.467 -0.155
C -1.595 1.345 6.338 -0.164
C -0.181 1.230 5.813 -0.156
N -0.176 0.419 4.583 -0.001
H -2.562 -1.648 5.094 0.135
H -1.760 -0.584 7.293 0.132
H -3.303 0.041 6.660 0.128
H -1.582 1.830 7.316 0.127
H -2.196 1.967 5.666 0.124
H 0.477 0.762 6.559 0.135
H 0.233 2.210 5.559 0.117
H 0.716 0.338 4.098 0.102
```

3.
Below is C35H56AgAsN3O2SSe as an isolated structure at a distorted geometry, with properties calculated with ωB97M-V/def2-TZVPD.

## Properties
HOMO-LUMO gap = 4.99 eV
net charge = -1
energy relative to the best compared isomer or geometry (same formula, charge and spin) = 1.985 eV
2S+1 = 1

The geometry in XYZ format:
```
100
Properties=species:S:1:pos:R:3:lowdin_charge:R:1
Ag 0.191 -2.324 0.151 0.485
C -3.048 3.441 2.846 -0.051
C -3.124 4.025 1.395 -0.563
C -2.036 5.086 1.234 -0.079
C -4.532 4.707 1.232 -0.068
C -2.946 2.891 0.430 -0.232
C -1.709 2.406 0.127 -0.107
C -1.593 1.156 -0.461 -0.421
Se 0.061 0.376 -1.063 1.114
C 1.856 0.966 -0.656 -0.406
C 2.108 2.219 -0.134 -0.100
C 3.428 2.503 0.181 -0.218
C 4.480 1.633 -0.157 -0.010
C 4.281 0.384 -0.690 -0.134
C 2.904 -0.030 -0.919 -0.424
O 2.607 -1.205 -1.315 -0.213
C 5.392 -0.503 -1.099 -0.560
C 5.405 -0.794 -2.604 -0.056
C 5.288 -1.908 -0.437 -0.055
C 6.719 0.164 -0.719 -0.077
C 3.722 3.823 0.825 -0.580
C 3.767 4.920 -0.219 -0.061
C 5.030 3.786 1.628 -0.064
C 2.564 4.212 1.767 -0.054
C -2.737 0.469 -1.027 -0.482
O -2.620 -0.666 -1.550 -0.141
C -4.002 1.194 -1.014 -0.138
C -4.116 2.235 -0.113 0.009
C -5.128 0.705 -1.839 -0.553
C -6.365 1.626 -1.712 -0.084
C -4.866 0.471 -3.332 -0.043
C -5.568 -0.639 -1.216 -0.063
H -3.311 4.281 3.597 0.096
H -2.047 3.129 3.053 0.060
H -3.769 2.637 2.951 0.074
H -2.208 6.037 1.825 0.089
H -1.896 5.371 0.172 0.092
H -1.063 4.652 1.625 0.074
H -4.686 5.495 2.046 0.091
H -5.345 4.005 1.440 0.060
H -4.666 5.097 0.256 0.063
H -0.825 2.998 0.449 0.094
H 1.357 2.948 -0.151 0.072
H 5.471 2.100 -0.050 0.093
H 4.478 -1.204 -3.000 0.065
H 6.255 -1.393 -2.912 0.068
H 5.469 0.253 -3.096 0.116
H 4.411 -2.487 -0.755 0.064
H 5.176 -1.899 0.673 0.092
H 6.220 -2.403 -0.696 0.063
H 6.862 1.106 -1.218 0.069
H 7.493 -0.547 -1.020 0.074
H 6.823 0.358 0.381 0.101
H 4.746 4.872 -0.726 0.081
H 3.547 5.965 0.183 0.092
H 2.925 4.709 -0.899 0.088
H 5.867 3.994 0.955 0.071
H 5.220 2.755 2.064 0.103
H 4.989 4.446 2.485 0.067
H 1.569 3.951 1.408 0.055
H 2.590 5.313 1.980 0.090
H 2.763 3.710 2.675 0.065
H -5.108 2.396 0.274 0.086
H -6.175 2.673 -1.973 0.082
H -6.867 1.644 -0.736 0.074
H -7.126 1.259 -2.416 0.072
H -4.646 1.451 -3.784 0.088
H -5.769 0.028 -3.762 0.071
H -4.017 -0.218 -3.419 0.079
H -5.819 -0.467 -0.148 0.089
H -4.867 -1.429 -1.260 0.051
H -6.530 -0.987 -1.711 0.090
C -2.266 -2.658 2.897 -0.313
As -0.427 -3.094 2.357 1.007
C 0.574 -2.500 3.957 -0.317
C -0.372 -5.051 2.584 -0.309
H -2.565 -3.275 3.809 0.045
H -2.875 -2.934 2.046 0.011
H -2.392 -1.603 3.137 0.024
H -0.075 -2.608 4.887 0.048
H 0.862 -1.473 3.843 0.004
H 1.523 -3.006 4.049 0.008
H -1.074 -5.377 3.308 -0.001
H 0.630 -5.374 2.900 0.028
H -0.587 -5.461 1.584 -0.018
C -1.093 -8.151 -0.666 -0.114
C -1.515 -7.170 -1.740 -0.284
C -0.667 -6.013 -1.954 -0.628
N -0.484 -5.132 -0.966 0.005
N 0.484 -4.211 -1.294 -0.097
C 0.762 -4.154 -2.608 -0.657
N 1.606 -3.281 -3.170 0.113
S 0.123 -5.567 -3.454 1.060
H -1.787 -9.022 -0.581 0.080
H -1.184 -7.736 0.338 0.057
H -0.063 -8.550 -0.761 0.082
H -2.489 -6.776 -1.347 0.132
H -1.667 -7.628 -2.731 0.104
H 2.277 -2.796 -2.558 0.082
H 1.833 -3.325 -4.165 0.110
```

4.
Below is a 9-piece molecular cluster, C35H56B2BrCl16F3N2O8PS overall at a distorted geometry, with properties calculated with ωB97M-V/def2-TZVPD.

## Properties
HOMO-LUMO gap = 5.45 eV
net charge = +1
2S+1 = 1

The geometry in XYZ format:
```
125
Properties=species:S:1:pos:R:3:lowdin_charge:R:1
C 6.139 -1.819 1.242 0.021
B 4.774 -1.915 2.019 -0.503
O 4.467 -3.038 2.688 0.197
C 3.741 -0.671 2.091 0.048
C 4.199 0.454 2.825 -0.023
C 5.562 0.370 3.484 -0.476
O 5.596 -0.031 4.600 0.241
O 6.628 0.702 2.739 0.195
B 7.183 2.005 2.883 -0.783
N 7.634 2.658 1.678 0.206
O 7.266 2.538 4.123 0.173
C 3.394 1.574 2.937 -0.264
P 3.976 3.068 3.899 0.622
O 4.458 4.108 2.737 -0.321
Br 2.062 3.869 4.713 0.434
C 2.156 1.558 2.306 -0.013
N 1.740 0.508 1.603 0.055
C 0.412 0.643 0.939 -0.147
O -0.484 -0.148 1.619 -0.028
C -1.786 -0.081 1.097 -0.180
C -2.037 0.107 -0.246 0.006
C -3.334 0.192 -0.737 -0.350
C -3.620 0.452 -2.192 -0.139
C -4.372 0.055 0.175 -0.145
C -4.106 -0.175 1.516 -0.038
C -2.821 -0.242 2.026 -0.114
C -2.512 -0.465 3.491 -0.360
C -1.835 -1.804 3.765 -0.061
C -3.759 -0.310 4.376 -0.062
C 2.496 -0.617 1.487 -0.119
S 1.934 -2.059 0.541 0.817
O 0.649 -1.890 -0.053 -0.219
O 2.069 -3.255 1.298 -0.195
C 3.149 -2.131 -0.897 -0.657
F 2.439 -2.275 -1.997 0.173
F 3.835 -0.990 -0.989 0.158
F 3.952 -3.164 -0.758 0.186
H 6.284 -0.895 0.691 0.072
H 6.305 -2.691 0.611 0.083
H 6.915 -1.858 2.011 0.094
H 4.923 -3.810 2.334 0.136
H 6.868 3.046 1.143 0.078
H 8.257 3.418 1.935 0.025
H 7.157 3.494 4.076 0.076
H 4.471 3.737 1.845 0.065
H 1.514 2.426 2.360 0.110
H 0.099 1.690 0.947 0.162
H 0.545 0.352 -0.102 0.122
H -1.229 0.219 -0.958 0.095
H -3.496 -0.437 -2.802 0.075
H -4.630 0.848 -2.244 0.055
H -2.958 1.249 -2.523 0.043
H -5.380 0.104 -0.210 0.115
H -4.950 -0.290 2.179 0.114
H -1.832 0.330 3.805 0.115
H -0.927 -1.974 3.192 0.069
H -1.533 -1.806 4.816 0.069
H -2.526 -2.638 3.646 0.007
H -4.380 -1.202 4.347 0.060
H -3.434 -0.098 5.390 0.060
H -4.326 0.550 4.028 0.080
Cl 12.461 5.651 4.851 0.560
C 11.850 4.167 4.086 -0.664
C 10.892 4.467 2.963 -0.626
Cl 9.355 5.168 3.564 0.592
H 11.383 3.558 4.856 0.071
H 12.711 3.630 3.692 0.077
H 10.641 3.546 2.438 0.070
H 11.316 5.167 2.248 0.074
Cl -0.086 0.091 -3.878 0.560
C 0.789 -0.991 -4.995 -0.648
C 0.334 -0.801 -6.418 -0.638
Cl -1.342 -1.361 -6.660 0.608
H 0.639 -2.013 -4.658 0.069
H 1.849 -0.753 -4.918 0.074
H 0.967 -1.379 -7.088 0.078
H 0.382 0.245 -6.714 0.065
Cl -4.657 -2.906 -11.458 0.551
C -3.754 -1.772 -10.425 -0.663
C -3.941 -2.071 -8.961 -0.674
Cl -5.604 -1.726 -8.414 0.555
H -4.077 -0.763 -10.669 0.067
H -2.701 -1.871 -10.685 0.073
H -3.278 -1.447 -8.366 -0.008
H -3.724 -3.113 -8.738 0.072
Cl -1.445 3.300 -4.978 0.524
C -2.131 2.417 -6.370 -0.660
C -3.631 2.327 -6.326 -0.630
Cl -4.197 1.282 -4.999 0.622
H -1.682 1.427 -6.384 0.006
H -1.822 2.953 -7.266 0.077
H -3.995 1.892 -7.256 0.073
H -4.090 3.305 -6.200 0.071
Cl -4.564 -3.970 3.321 0.581
C -3.871 -4.900 4.676 -0.650
C -4.897 -5.778 5.345 -0.665
Cl -6.119 -4.826 6.223 0.545
H -3.435 -4.193 5.379 0.067
H -3.073 -5.515 4.263 0.077
H -4.406 -6.419 6.076 0.074
H -5.413 -6.407 4.624 0.069
Cl -6.231 -6.681 -8.719 0.530
C -7.214 -5.194 -8.635 -0.674
C -8.155 -5.200 -7.460 -0.669
Cl -9.456 -6.405 -7.640 0.538
H -7.750 -5.094 -9.574 0.072
H -6.520 -4.362 -8.541 0.013
H -8.634 -4.226 -7.374 0.071
H -7.630 -5.411 -6.532 0.067
Cl -4.096 2.771 0.171 0.749
C -4.499 4.510 0.055 -0.611
C -3.272 5.379 0.145 -0.661
Cl -2.533 5.338 1.771 0.522
H -5.214 4.742 0.840 0.071
H -4.983 4.663 -0.909 0.077
H -3.535 6.416 -0.057 0.073
H -2.516 5.069 -0.572 0.063
Cl -0.254 2.870 9.301 0.553
C 0.890 1.646 8.701 -0.661
C 0.765 1.443 7.214 -0.692
Cl -0.772 0.668 6.762 0.578
H 0.712 0.722 9.245 0.070
H 1.892 2.000 8.938 0.074
H 1.564 0.788 6.864 0.070
H 0.830 2.387 6.679 -0.022
```

Q: Look up the 2S+1 of the fourth one.
A: 1